Entry 1:
{
  "formula": "C5H16O3",
  "method": "ωB97M-V/def2-TZVPD",
  "symbols": ["C", "C", "C", "C", "C", "H", "H", "H", "H", "H", "H", "H", "H", "H", "H", "O", "H", "H", "O", "H", "H", "O", "H", "H"],
  "coordinates": [[0.88072, -0.15055, 1.13960], [-0.10683, 0.64356, 0.81685], [0.01577, 2.09860, 0.42244], [-1.54140, 0.19015, 0.80387], [-1.78360, -0.68580, -0.43104], [1.90490, 0.22993, 0.93917], [0.81438, -1.13178, 1.48916], [0.98594, 2.33512, -0.02822], [-0.78622, 2.39828, -0.19902], [0.00118, 2.81457, 1.39735], [-2.21073, 0.95507, 0.79200], [-1.90011, -0.29321, 1.74412], [-1.82199, -0.06280, -1.38106], [-0.89911, -1.36308, -0.53134], [-2.70276, -1.29971, -0.34771], [-0.41973, 1.08726, 3.65031], [0.33145, 1.13716, 4.29675], [-0.37753, 0.35136, 3.09079], [1.83238, -3.17115, -2.63051], [0.84374, -3.45541, -2.82821], [2.08782, -2.21548, -2.73070], [1.68369, -0.19336, -2.73961], [0.84191, 0.02992, -3.20621], [2.32613, -0.24867, -3.52877]],
  "nbo_charge": [-0.44, 0.04, -0.65, -0.45, -0.60, 0.20, 0.20, 0.22, 0.21, 0.24, 0.21, 0.21, 0.20, 0.21, 0.21, -0.96, 0.48, 0.48, -1.00, 0.49, 0.50, -0.94, 0.48, 0.47],
  "orbital_gap_ev": 9.55,
  "smiles": "C=C(C)CC.O.O.O",
  "relative_energy_kcal_mol": 40.6,
  "molar_mass_g_mol": 124.18
}


Entry 2:
{
  "formula": "C5H16O4",
  "method": "ωB97M-V/def2-TZVPD",
  "symbols": ["C", "C", "C", "C", "C", "H", "H", "H", "H", "H", "H", "H", "H", "O", "H", "H", "O", "H", "H", "O", "H", "H", "O", "H", "H"],
  "coordinates": [[-0.52055, -2.25865, 2.37979], [-0.52653, -1.33907, 1.41532], [-0.13485, -1.40012, 0.02318], [0.85855, -0.69725, -0.54764], [1.23063, -0.74571, -2.00034], [-0.64504, -1.94173, 3.40368], [-0.18843, -3.27283, 2.19526], [-0.90961, -0.33979, 1.62818], [-0.80377, -1.96571, -0.63180], [1.54094, -0.16097, 0.10801], [2.22232, -0.28344, -2.02878], [0.58760, -0.30487, -2.75724], [1.31159, -1.79634, -2.29757], [-2.89478, 1.74115, 1.25320], [-3.02378, 0.95863, 1.80219], [-2.01791, 2.07318, 1.35582], [-1.99908, -0.82976, -2.23912], [-1.55988, -0.44104, -1.47007], [-2.91849, -0.80590, -1.91276], [3.49370, 0.83792, -0.11449], [2.85930, 1.55681, -0.03558], [3.57752, 0.54426, 0.79908], [0.70534, 3.08788, 0.06752], [0.10997, 3.77828, -0.22373], [0.25839, 2.74005, 0.84719]],
  "nbo_charge": [-0.38, -0.20, -0.30, -0.14, -0.67, 0.20, 0.20, 0.17, 0.22, 0.20, 0.23, 0.24, 0.22, -0.94, 0.48, 0.46, -0.94, 0.47, 0.47, -0.93, 0.48, 0.47, -0.93, 0.48, 0.46],
  "orbital_gap_ev": 9.17,
  "smiles": "C=C/C=C/C.O.O.O.O",
  "relative_energy_kcal_mol": 22.4,
  "molar_mass_g_mol": 140.18
}


Entry 3:
{
  "formula": "C5H17N2O",
  "method": "ωB97M-V/def2-TZVPD",
  "symbols": ["C", "C", "C", "C", "C", "N", "N", "H", "H", "H", "H", "H", "H", "H", "H", "H", "H", "H", "H", "H", "H", "H", "H", "H", "O"],
  "coordinates": [[-2.27241, 0.17214, 0.11062], [-1.66202, -1.02921, 0.83384], [-0.43303, -1.65380, 0.17220], [0.86071, -0.95132, 0.61206], [1.97445, -0.87348, -0.42569], [1.85027, 0.32791, -1.26749], [-1.23737, 1.06321, -0.47618], [-2.82919, 0.75637, 0.84088], [-3.02900, -0.14140, -0.60744], [-2.43599, -1.75995, 1.05326], [-1.35353, -0.68533, 1.82176], [-0.37331, -2.70936, 0.39878], [-0.56785, -1.62995, -0.92148], [1.23586, -1.50827, 1.47108], [0.67211, 0.05795, 0.96315], [2.92638, -0.87279, 0.07502], [1.92747, -1.76122, -1.06260], [1.68329, 0.18864, -2.25105], [2.69376, 0.87728, -1.18986], [-0.77739, 1.76296, 0.14006], [-1.56970, 1.57807, -1.29169], [-0.43862, 0.51968, -0.82482], [1.48867, 2.30292, 0.15693], [0.94719, 3.38965, 1.06660], [0.71926, 2.57930, 0.60209]],
  "nbo_charge": [-0.23, -0.42, -0.42, -0.43, -0.23, -0.91, -0.72, 0.23, 0.23, 0.25, 0.21, 0.25, 0.19, 0.23, 0.20, 0.21, 0.20, 0.38, 0.38, 0.48, 0.43, 0.46, 0.50, 0.50, -0.97],
  "orbital_gap_ev": 10.63,
  "charge": 1,
  "relative_energy_kcal_mol": 8.1,
  "molar_mass_g_mol": 121.20
}


Entry 4:
{
  "formula": "C5H17N2O",
  "method": "ωB97M-V/def2-TZVPD",
  "symbols": ["C", "C", "C", "C", "C", "N", "N", "H", "H", "H", "H", "H", "H", "H", "H", "H", "H", "H", "H", "H", "H", "H", "H", "H", "O"],
  "coordinates": [[0.76705, 0.04930, 2.10967], [0.36568, 1.36750, 1.35383], [-1.09666, 1.32047, 0.72877], [-1.10387, 1.52496, -0.77978], [-0.31432, 0.30650, -1.45473], [-1.17295, -0.76250, -2.08044], [1.67693, -0.77923, 1.35328], [1.16815, 0.42450, 3.05763], [-0.15929, -0.47338, 2.32675], [0.47704, 2.24234, 1.97493], [1.00793, 1.54712, 0.49320], [-1.56635, 2.09489, 1.33082], [-1.45527, 0.32094, 0.95777], [-2.14051, 1.28527, -1.06233], [-0.62537, 2.33772, -1.28945], [0.34423, 0.73635, -2.22153], [0.36853, -0.11214, -0.71783], [-0.72822, -1.65313, -1.79001], [-2.07645, -0.79700, -1.59723], [-1.43257, -0.75102, -3.06655], [2.43805, -1.21778, 1.85192], [2.15129, -0.26878, 0.62088], [0.89295, -2.70014, 0.06094], [1.38681, -3.36919, -1.26895], [0.82719, -2.67357, -0.89157]],
  "nbo_charge": [-0.22, -0.40, -0.41, -0.40, -0.25, -0.70, -0.88, 0.20, 0.18, 0.23, 0.18, 0.24, 0.19, 0.20, 0.24, 0.23, 0.25, 0.48, 0.43, 0.45, 0.38, 0.36, 0.51, 0.50, -1.00],
  "orbital_gap_ev": 9.52,
  "charge": 1,
  "relative_energy_kcal_mol": 34.5,
  "molar_mass_g_mol": 121.20
}


DFT total energy
In order: -425.74605 -500.98475 -385.22788 -385.18582
Unit: Eh
LUMO energy
In order: 0.335 0.045 -2.827 -3.182
Unit: eV